{"formula": "C32H43BBrCdN9O4S3Te4", "method": "the ωB97M-V functional and the def2-TZVPD basis", "total_energy_ha": -7072.13750, "relative_energy_kj_mol": 1409.15, "gap_ev": [3.234, 3.357], "charge": -2, "species": ["Cd", "C", "C", "C", "C", "N", "C", "C", "N", "B", "N", "C", "C", "N", "C", "S", "C", "C", "C", "C", "N", "C", "C", "N", "C", "S", "C", "C", "C", "C", "C", "S", "H", "H", "H", "H", "H", "H", "H", "H", "H", "H", "H", "H", "H", "H", "H", "H", "H", "H", "H", "H", "H", "H", "H", "H", "H", "H", "H", "H", "H", "H", "H", "H", "H", "H", "Te", "Te", "Te", "Te", "C", "C", "N", "C", "C", "N", "C", "O", "O", "C", "O", "O", "H", "H", "H", "H", "H", "Br", "C", "C", "C", "N", "C", "C", "H", "H", "H", "H"], "coordinates": [[-0.704081, -1.636046, -0.369882], [2.645819, -0.239746, -4.789082], [2.029219, 1.110854, -4.403882], [0.564719, 1.141854, -4.841782], [2.762319, 2.242954, -5.140382], [2.191819, 1.307454, -2.960082], [3.415519, 1.636154, -2.404382], [3.232119, 1.841454, -1.087082], [1.909819, 1.639154, -0.779882], [1.431419, 1.918754, 0.695918], [-0.020881, 2.263454, 0.931418], [-0.844781, 3.100054, 0.214818], [-1.958381, 3.319354, 0.954118], [-1.783081, 2.643754, 2.144018], [-0.591681, 1.978354, 2.143618], [-1.519381, -0.531346, 1.423018], [-2.711481, 2.561154, 3.270218], [-3.463281, 1.225554, 3.235318], [-1.907381, 2.644854, 4.573918], [-3.718081, 3.712054, 3.223618], [1.828919, 0.733154, 1.632618], [2.049819, 0.969754, 2.964818], [2.541519, -0.150846, 3.525418], [2.666419, -1.126946, 2.552318], [2.146719, -0.557046, 1.401918], [1.614219, -1.330846, -0.039782], [3.763019, -2.126946, 2.843118], [5.061519, -1.298846, 2.852618], [3.925719, -3.229946, 1.802018], [3.555019, -2.779746, 4.227318], [1.283419, 1.277854, -1.924782], [-0.293481, 0.746954, -2.021182], [2.481719, -0.431246, -5.846282], [2.183619, -1.045346, -4.221082], [3.715619, -0.258446, -4.590182], [0.509019, 1.119854, -5.928582], [0.063919, 2.043354, -4.490682], [0.023919, 0.279054, -4.462482], [2.536219, 2.195154, -6.202982], [3.840619, 2.169954, -5.029682], [2.440219, 3.211754, -4.763982], [4.319619, 1.656254, -2.975282], [3.934519, 2.104554, -0.322482], [2.130719, 2.852154, 1.044618], [-0.584881, 3.461654, -0.764982], [-2.843081, 3.879854, 0.714418], [-2.814581, 0.414354, 3.564918], [-3.818981, 1.008054, 2.221618], [-4.338981, 1.246854, 3.879018], [-1.148781, 1.864854, 4.593318], [-2.574381, 2.509854, 5.423018], [-1.411781, 3.613054, 4.653618], [-4.429581, 3.603954, 2.405418], [-3.202581, 4.666854, 3.126518], [-4.284081, 3.718654, 4.151918], [1.805719, 1.919154, 3.393718], [2.814119, -0.356146, 4.540018], [5.241119, -0.824246, 1.886018], [5.896819, -1.960246, 3.066518], [5.041919, -0.517446, 3.609618], [4.906019, -3.675446, 1.939718], [3.862419, -2.849246, 0.783118], [3.207519, -4.043646, 1.973418], [4.330219, -2.473546, 4.916918], [3.545219, -3.889646, 4.158018], [2.574119, -2.591246, 4.717718], [0.220419, -3.234346, 1.187718], [-1.014781, -2.253546, 2.874418], [1.490119, -6.008346, 5.201818], [0.473519, -4.355146, 3.466518], [-3.593981, 1.734254, -2.559082], [-3.852381, 0.673654, -1.551282], [-3.099981, -0.375646, -1.317182], [-3.627281, -1.001546, -0.226882], [-4.763881, -0.342546, 0.192218], [-4.879281, 0.723154, -0.682482], [-5.810781, -0.570946, 1.194818], [-5.649881, -1.565246, 2.027618], [-6.788981, 0.162654, 1.201418], [-2.986681, -2.187646, 0.368418], [-3.475881, -2.643346, 1.439618], [-2.236781, -2.906246, -0.359682], [-2.689081, 2.281554, -2.282182], [-4.428381, 2.435054, -2.575882], [-3.438981, 1.315654, -3.553882], [-5.625281, 1.397254, -0.617582], [-4.732881, -2.065846, 1.882618], [0.245319, -3.012646, -6.832082], [0.051319, -2.889346, -4.928582], [0.961219, -3.528746, -4.101282], [0.789019, -3.381446, -2.735882], [-0.186481, -2.654646, -2.221182], [-1.057181, -2.063746, -3.014282], [-0.990681, -2.160346, -4.394182], [1.779919, -4.110546, -4.496382], [1.465119, -3.856946, -2.026682], [-1.867181, -1.505146, -2.567382], [-1.735681, -1.679246, -5.007682]], "atomic_forces_ev_per_a": [[0.591, 4.805, -4.040], [-0.131, 0.083, 0.152], [-0.160, -0.223, -0.526], [-0.032, -0.107, -0.101], [-0.043, -0.058, 0.140], [0.139, 0.378, 0.978], [0.362, 0.006, 0.188], [0.182, 0.019, -0.114], [-0.050, 0.285, -0.531], [0.124, -0.170, -0.083], [-0.768, 0.273, 0.520], [-0.176, 0.115, -0.199], [-0.119, 0.210, -0.491], [0.859, -0.155, -0.220], [0.307, 0.369, 0.553], [-1.066, 3.247, 0.964], [-0.281, -0.222, 0.425], [-0.140, 0.054, -0.153], [-0.028, -0.007, -0.174], [0.205, -0.048, -0.086], [0.359, -0.606, 0.463], [0.237, -0.033, 0.332], [-0.127, 0.398, 0.124], [-0.364, 0.453, -0.042], [-0.141, -0.332, -0.636], [4.912, 1.796, -1.130], [0.035, -0.072, -0.218], [0.041, -0.039, -0.075], [-0.522, -0.172, -0.102], [-0.918, -0.633, 0.304], [-0.109, -0.238, -0.093], [-1.061, 0.128, 0.182], [0.011, -0.026, -0.189], [-0.064, 0.015, 0.070], [0.125, 0.022, 0.033], [0.253, 0.046, -0.235], [-0.024, -0.066, 0.029], [0.024, 0.199, -0.046], [-0.039, -0.069, -0.094], [0.137, 0.025, 0.037], [-0.042, 0.088, 0.037], [0.153, 0.082, -0.107], [0.153, 0.068, 0.082], [0.137, 0.010, 0.008], [-0.093, 0.007, -0.069], [-0.046, 0.078, -0.059], [-0.068, 0.023, -0.167], [0.194, -0.002, 0.195], [-0.123, 0.137, 0.255], [0.001, 0.024, -0.066], [-0.145, 0.032, 0.103], [0.053, 0.077, 0.031], [-0.010, -0.027, -0.093], [0.015, 0.130, -0.025], [-0.066, -0.016, 0.087], [-0.038, 0.066, 0.112], [0.081, 0.059, 0.131], [-0.084, -0.034, -0.098], [0.144, -0.089, 0.048], [-0.057, 0.015, 0.065], [0.270, 0.005, 0.095], [-0.109, -0.044, -0.013], [-0.046, 0.413, -0.264], [0.316, 0.067, 0.216], [0.252, 0.699, 0.011], [0.596, 0.174, -0.595], [6.333, -8.434, -4.224], [-5.546, 5.473, 7.585], [0.688, -1.391, 0.781], [1.433, -3.600, 3.739], [0.025, 0.142, 0.059], [-0.143, 0.094, 0.104], [0.040, -0.003, -0.296], [-0.750, 0.489, 0.120], [0.265, -0.284, -0.499], [-0.170, 0.098, 0.216], [0.160, -0.165, 0.023], [-0.095, -0.006, 0.167], [-0.205, 0.154, 0.090], [-3.021, -1.572, 0.889], [-0.927, -0.251, -0.343], [-2.367, -1.689, -1.044], [-0.015, -0.080, -0.027], [-0.051, 0.019, -0.133], [-0.028, -0.006, 0.019], [0.056, -0.031, -0.013], [0.104, 0.301, -0.336], [-0.013, 0.014, 0.368], [-0.018, -0.044, -0.196], [0.016, -0.038, -0.195], [0.338, -0.133, 0.037], [0.387, -0.568, -1.040], [-0.422, -0.150, -1.226], [0.125, -0.214, -0.306], [0.005, -0.026, -0.034], [-0.075, 0.111, -0.103], [-0.116, 0.034, 0.075], [0.010, 0.059, -0.092]], "mulliken_charge": [3.706, -1.249, 1.584, -2.028, -1.903, 0.723, -0.517, -1.281, -0.189, 0.534, 0.727, -1.143, -0.431, 0.647, -1.469, -1.516, 2.083, -1.445, -1.826, -2.251, 1.144, -1.336, -0.818, 1.674, -1.124, -0.455, 1.484, -1.887, -1.666, -1.624, -0.678, 0.314, 0.434, 0.041, 0.364, 0.565, 0.383, 0.206, 0.457, 0.398, 0.387, 0.452, 0.635, -0.268, 0.673, 0.459, 0.154, 0.188, 0.658, 0.287, 0.436, 0.395, 0.392, 0.481, 0.471, 0.635, 0.682, 0.304, 0.556, 0.443, 0.518, 0.283, 0.255, 0.339, 0.325, 0.299, -0.902, -0.093, -0.674, -0.543, -1.161, 0.105, 0.088, 0.397, -0.525, -0.007, 0.708, -0.643, -0.756, 1.237, -0.769, -0.983, 0.110, 0.412, 0.229, 0.284, 0.380, -0.187, 0.175, -0.883, -0.294, 0.024, 0.332, -0.867, 0.447, 0.403, 0.376, 0.506]}



{"formula": "C23H21FN3O6", "method": "the ωB97M-V functional and the def2-TZVPD basis", "total_energy_ha": -1604.18721, "gap_ev": 8.608, "charge": 1, "species": ["N", "C", "C", "N", "C", "C", "N", "F", "C", "H", "H", "H", "H", "H", "H", "H", "H", "H", "C", "C", "C", "O", "C", "C", "C", "O", "H", "H", "H", "H", "C", "C", "C", "O", "C", "C", "C", "O", "H", "H", "H", "H", "C", "C", "C", "O", "C", "C", "C", "O", "H", "H", "H", "H"], "coordinates": [[-4.312406, -4.598367, 0.656287], [-2.990392, -4.589133, 0.049586], [-2.804363, -3.313801, -0.786336], [-1.346985, -3.108507, -1.027411], [-0.429326, -4.044182, -1.427831], [0.749745, -3.407767, -1.467415], [0.496189, -2.144476, -1.109573], [1.398679, -1.164551, -1.004113], [-0.782048, -1.943314, -0.823472], [-4.250911, -4.142155, 1.554487], [-4.616054, -5.553375, 0.778264], [-2.202149, -4.556324, 0.809476], [-2.786682, -5.472271, -0.547519], [-3.335194, -3.367630, -1.727321], [-3.135886, -2.484639, -0.176927], [-0.639435, -5.065185, -1.649098], [1.707901, -3.813722, -1.719527], [-1.231700, -1.028255, -0.492050], [-0.845625, 2.178311, 3.713787], [-1.385104, 1.115258, 3.123141], [-1.798040, 1.157519, 1.702732], [-2.291239, 0.175210, 1.163928], [-1.591080, 2.417649, 0.960763], [-1.051788, 3.483888, 1.545185], [-0.634590, 3.449802, 2.970923], [-0.142546, 4.413117, 3.507947], [-0.537097, 2.171202, 4.751489], [-1.546706, 0.180840, 3.646150], [-1.895950, 2.424198, -0.076948], [-0.891361, 4.414030, 1.014985], [1.055127, 1.552991, -3.085670], [0.340742, 2.289387, -2.239430], [-0.785599, 3.134105, -2.718017], [-1.433692, 3.800192, -1.939209], [-1.081357, 3.126818, -4.170634], [-0.366325, 2.388426, -5.016578], [0.756819, 1.541547, -4.541425], [1.406603, 0.863440, -5.305077], [1.882525, 0.933066, -2.761740], [0.544207, 2.314182, -1.174000], [-1.904789, 3.749423, -4.496266], [-0.566090, 2.367812, -6.080147], [4.454555, 0.802387, 3.389106], [3.648868, 1.797687, 3.024247], [2.907223, 1.752869, 1.742131], [2.166664, 2.651585, 1.400474], [3.095759, 0.558812, 0.882482], [3.896773, -0.437938, 1.244155], [4.642063, -0.394912, 2.530185], [5.368367, -1.303979, 2.859663], [5.005945, 0.814531, 4.320369], [3.497049, 2.677161, 3.637017], [2.544095, 0.555406, -0.046533], [4.046615, -1.318366, 0.631308]], "atomic_forces_ev_per_a": [[0.428, -0.145, -0.589], [0.398, 0.501, 0.366], [0.364, -0.820, 0.432], [-2.007, -0.400, 0.070], [-0.406, 0.319, 0.143], [1.348, -1.092, -0.543], [0.107, 1.330, 0.374], [0.149, -0.204, -0.096], [0.509, 0.078, -0.164], [-0.305, -0.090, 0.146], [-0.218, 0.060, 0.193], [0.126, -0.131, 0.071], [-0.317, -0.173, -0.135], [-0.059, 0.160, -0.177], [-0.142, 0.364, -0.141], [-0.281, -0.275, -0.033], [0.316, 0.264, -0.035], [-0.222, 0.306, 0.198], [0.018, -0.070, -0.002], [-0.018, -0.049, 0.039], [-0.021, 0.099, 0.064], [0.271, -0.160, -0.175], [-0.057, -0.139, -0.024], [0.007, 0.003, -0.041], [0.037, 0.051, -0.041], [0.002, -0.004, 0.041], [0.005, 0.037, 0.002], [-0.029, -0.001, -0.013], [-0.048, 0.059, 0.017], [0.015, -0.007, -0.001], [-0.050, -0.014, 0.067], [0.023, -0.084, 0.066], [0.054, 0.044, -0.002], [-0.046, -0.012, -0.019], [0.005, -0.020, -0.051], [-0.039, 0.035, 0.044], [0.018, 0.042, -0.067], [-0.009, -0.077, 0.021], [0.045, 0.030, -0.068], [0.018, 0.091, 0.009], [0.002, 0.020, 0.032], [0.036, -0.017, -0.008], [-0.057, 0.054, -0.024], [0.028, -0.019, 0.038], [0.015, 0.061, 0.044], [-0.121, -0.055, -0.039], [0.055, -0.031, 0.047], [-0.073, 0.008, -0.049], [0.060, 0.006, 0.074], [-0.028, -0.029, -0.019], [0.021, -0.032, -0.010], [-0.017, 0.026, -0.029], [0.022, 0.110, -0.031], [0.065, -0.007, 0.029]], "mulliken_charge": [-0.591, -0.647, -0.484, 0.167, -0.052, -0.738, 0.234, -0.045, -0.063, 0.245, 0.250, 0.369, 0.449, 0.259, 0.333, 0.458, 0.454, 0.409, -0.422, -0.447, 0.365, -0.648, -0.316, -0.312, 0.227, -0.540, 0.462, 0.456, 0.687, 0.461, -0.344, 0.124, 0.181, -0.522, -0.487, -0.457, 0.144, -0.537, 0.530, 0.527, 0.439, 0.425, -0.461, -0.402, 0.227, -0.498, -0.028, -0.256, 0.187, -0.524, 0.428, 0.482, 0.392, 0.450]}